(1)
{
  "formula": "C5H14NO",
  "method": "ωB97M-V with the def2-TZVPD basis set",
  "multiplicity": 2,
  "e_tot_ha": -328.7088,
  "de_lowest_ev": 3.492,
  "orbital_gap_ha": [0.1519, 0.2573],
  "total_charge": 0,
  "elements": ["C", "C", "C", "C", "C", "N", "H", "H", "H", "H", "H", "H", "H", "H", "H", "H", "H", "H", "H", "H", "O"],
  "xyz": [[1.75907, 2.11116, -1.18237], [2.09259, 0.68570, -1.49074], [1.76476, -0.30628, -0.35010], [0.28135, -0.08534, 0.19586], [-0.54407, -1.14261, 0.11478], [-2.04668, -0.89016, 0.09917], [0.74012, 2.30829, -1.06368], [1.81239, 2.79124, -2.09489], [2.36116, 2.51836, -0.37367], [3.09768, 0.57244, -1.77169], [1.32160, 0.46330, -2.27599], [2.54677, -0.17454, 0.40768], [1.66205, -1.26410, -0.71858], [0.02695, 0.76614, 0.90028], [-0.44640, -2.09241, 0.45672], [-2.17713, 0.07888, 0.13999], [-2.46545, -1.21647, 0.98772], [-2.60563, -1.28060, -0.66683], [-3.83173, -1.45438, 2.81072], [-2.47118, -0.87992, 3.28178], [-2.87820, -1.50869, 2.59384]],
  "mulliken_charge": [-1.305, -0.363, -0.857, -0.494, -0.571, -0.449, 0.398, 0.340, 0.303, 0.387, 0.206, 0.353, 0.374, 0.275, 0.373, 0.384, 0.373, 0.317, 0.336, 0.348, -0.729]
}



(2)
{
  "formula": "C5H14NO",
  "method": "ωB97M-V with the def2-TZVPD basis set",
  "multiplicity": 2,
  "e_tot_ha": -328.7718,
  "de_lowest_ev": 1.777,
  "orbital_gap_ha": [0.1415, 0.2817],
  "total_charge": 0,
  "elements": ["O", "C", "C", "H", "H", "H", "H", "C", "C", "N", "C", "H", "H", "H", "H", "H", "H", "H", "H", "H", "H"],
  "xyz": [[-0.97735, -1.23002, 0.27353], [-0.66470, -2.26996, -0.44533], [-1.63227, -3.34174, -0.88066], [0.40138, -2.45073, -0.69526], [-2.57696, -3.12031, -0.37624], [-1.22377, -4.31391, -0.56003], [-1.72696, -3.39523, -1.97399], [-0.85118, 2.60462, 0.65760], [0.45922, 2.12740, 0.08266], [0.76351, 0.75310, 0.58293], [2.06120, 0.28052, 0.03902], [-0.71302, 2.78943, 1.72617], [-1.18741, 3.52840, 0.17209], [-1.62857, 1.84897, 0.47557], [0.36412, 2.01801, -0.99949], [1.31360, 2.77238, 0.29368], [-0.01034, 0.12400, 0.24579], [0.70956, 0.70070, 1.59809], [2.10468, 0.64842, -0.98012], [2.15115, -0.79743, 0.13645], [2.86411, 0.72337, 0.62753]],
  "mulliken_charge": [-0.874, -0.123, -0.875, 0.175, 0.260, 0.219, 0.223, -1.167, -0.406, 0.014, -0.869, 0.314, 0.365, 0.335, 0.361, 0.401, 0.299, 0.343, 0.321, 0.326, 0.359]
}